No. 1
C28H49N2O2P3Pr | the ωB97M-V functional and the def2-TZVPD basis

For the HOMO energy (alpha / beta), the calculation gives -15.16 / -15.16 eV. Its LUMO energy (alpha / beta) is -9.87 / -9.13 eV. For the molar mass, the calculation gives 679.5 g/mol. Its energy relative to the best compared isomer or geometry (same formula, charge and spin) is 23.63 kcal/mol. As for the expectation value of S²: 2.00. As for the total energy: -78816.3730 eV.

```
! wB97M-V def2-TZVPD RIJCOSX def2/J DEFGRID3
* xyz 3 3
Pr 0.18716 -0.27122 -0.31599
P 1.05043 -2.57416 -1.65523
P 3.16972 -0.07066 0.00582
P -2.53292 0.41803 -1.09308
H 2.34772 3.54670 -1.38763
C 1.31597 3.62043 -1.03242
C 0.94398 3.84200 0.22513
H 1.59004 4.13737 1.07314
C 1.82772 -2.26448 -3.29273
C 2.04609 -3.96990 -1.02983
C -0.40260 -3.51854 -2.23633
C 3.69028 1.45991 0.87207
C 3.67359 -1.35879 1.24267
C 4.48736 -0.22105 -1.26859
C -3.20469 2.01883 -0.47692
C -3.94078 -0.58958 -0.45372
C -2.92309 0.52767 -2.88400
H 0.54447 3.44895 -1.79208
H -0.12842 3.74517 0.48790
H 1.39225 -2.94837 -4.02805
H 2.91417 -2.39248 -3.26990
H 1.64846 -1.24630 -3.65927
H 1.95260 -4.83004 -1.71139
H 1.67159 -4.28255 -0.04645
H 3.10639 -3.71644 -0.91074
H -0.01611 -4.38419 -2.79431
H -1.05359 -2.90863 -2.87834
H -1.00549 -3.88969 -1.39948
H 4.74370 1.70203 0.63971
H 3.60948 1.32312 1.95929
H 3.03574 2.29715 0.57585
H 4.77298 -1.42090 1.35068
H 3.28563 -2.33798 0.91712
H 3.21829 -1.10884 2.21544
H 5.47605 0.08048 -0.87126
H 4.22874 0.42863 -2.12596
H 4.54466 -1.26410 -1.63150
H -3.97787 2.36408 -1.16965
H -2.41496 2.77080 -0.40865
H -3.64721 1.88972 0.51583
H -4.89080 -0.16973 -0.82571
H -3.94153 -0.56091 0.64897
H -3.84375 -1.63137 -0.79111
H -3.95603 0.86692 -3.07011
H -2.79337 -0.46783 -3.33225
H -2.19464 1.19640 -3.37011
C 0.06203 1.29311 -5.00666
C 0.88847 0.66248 -5.96526
C 0.71348 0.98406 -7.32452
C -0.16644 2.00115 -7.71829
C -1.00817 2.58342 -6.77066
C -0.88396 2.23401 -5.41653
O 0.06881 0.92517 -3.65070
H 0.92050 0.44687 -3.39059
H 1.60226 -0.09008 -5.59827
H 1.30971 0.44059 -8.05794
H -0.20753 2.29716 -8.76117
H -1.73945 3.33466 -7.09536
H -1.53888 2.70240 -4.68375
C -0.71646 -0.35618 6.53012
N -0.06152 0.02921 5.30376
N -0.67347 -0.10828 4.09396
C 0.27516 0.12835 3.13156
O 0.04629 -0.08703 1.89143
C 1.46515 0.52516 3.80324
C 1.19844 0.42977 5.14372
C 2.03431 0.68128 6.34054
C -2.05466 -0.44111 3.96202
C -3.01379 0.32057 4.65177
C -4.30914 -0.19683 4.81611
C -4.73424 -1.29441 4.05892
C -3.80166 -1.97735 3.27443
C -2.48518 -1.51489 3.16993
H -1.56845 0.30465 6.72231
H 0.04363 -0.22653 7.31666
H -1.06425 -1.40063 6.47868
H 2.37680 0.77968 3.30436
H 1.54006 1.36633 7.04862
H 2.22221 -0.26172 6.87729
H 3.00748 1.11784 6.07672
H -2.73848 1.28387 5.08689
H -4.98932 0.28404 5.51360
H -5.78350 -1.58187 4.04657
H -4.08171 -2.89722 2.76118
H -1.76202 -2.00738 2.51844
*
```

Mulliken population analysis, charges in e, atoms 1 to 4: 0.56, 0.97, 0.84, 0.86


No. 2
C28H50InN4O4P | the ωB97M-V functional and the def2-TZVPD basis

For the HOMO energy, the calculation gives -14.51 eV. Its LUMO energy is -5.20 eV. For the molar mass, the calculation gives 652.5 g/mol. Its energy relative to the best compared isomer or geometry (same formula, charge and spin) is 0.00 kcal/mol. As for the total energy: -58449.6066 eV.

```
! wB97M-V def2-TZVPD RIJCOSX def2/J DEFGRID3
* xyz 2 1
In 0.56926 0.39703 -1.11109
C 1.82438 -2.90628 4.24982
C 1.19908 -1.63863 3.67390
C -0.31380 -1.62852 3.87738
C -1.03013 -0.29518 3.62392
C -0.28499 0.91269 4.18068
C -2.44204 -0.33418 4.19191
N -1.05822 -0.08119 2.09266
C -2.15446 -0.75739 1.32002
C -1.69530 -1.74810 0.25734
N -1.40720 -1.21452 -1.10132
C -2.52484 -0.34737 -1.54028
C -2.39565 1.10086 -1.10158
O -3.38693 1.76079 -0.92052
O -1.15966 1.53230 -0.97832
C -1.27806 -2.36598 -2.07665
C -2.48680 -3.30700 -2.09917
C -0.00727 -3.18013 -1.90702
C 1.30751 -2.50193 -2.27534
C 1.18576 -1.60738 -3.50883
C 2.34854 -3.57924 -2.59900
N 1.76320 -1.61432 -1.13630
C 2.39600 -2.33327 0.03594
C 1.73522 -2.51682 1.40581
N 1.54884 -1.32702 2.25572
C 2.64005 -0.34993 2.12207
C 2.29982 0.47588 0.89518
O 3.02445 0.54693 -0.10161
O 1.07299 0.94043 0.88132
H 1.65885 -2.92304 5.32857
H 2.90491 -2.93202 4.08869
H 1.38575 -3.81842 3.83770
H 1.59580 -0.80703 4.25496
H -0.50771 -1.89714 4.91783
H -0.79100 -2.41612 3.27517
H -0.08906 0.76950 5.24454
H -0.89797 1.81293 4.07527
H 0.66543 1.08928 3.67010
H -2.37035 -0.20989 5.27249
H -2.95030 -1.28354 4.01338
H -3.06041 0.48309 3.80898
H -0.10765 -0.38034 1.79123
H -1.07278 0.92057 1.90725
H -2.80184 0.01727 0.91547
H -2.75650 -1.31405 2.02755
H -2.50492 -2.47280 0.17824
H -0.81968 -2.28838 0.61289
H -3.49313 -0.70902 -1.19549
H -2.55783 -0.33421 -2.63294
H -1.24031 -1.88632 -3.05373
H -2.45878 -4.03919 -1.28913
H -2.47600 -3.86581 -3.03617
H -3.43644 -2.77197 -2.05652
H -0.11772 -4.05281 -2.55491
H 0.06746 -3.58738 -0.89212
H 0.83397 -2.18773 -4.36126
H 2.15520 -1.18089 -3.77804
H 0.47332 -0.77931 -3.39242
H 2.12488 -4.00592 -3.57698
H 2.34051 -4.40542 -1.88697
H 3.35860 -3.15966 -2.64030
H 2.54631 -1.08208 -1.51524
H 3.36496 -1.86741 0.18108
H 2.60581 -3.34712 -0.28738
H 2.41624 -3.22194 1.89206
H 0.78390 -3.04487 1.31729
H 3.63214 -0.79492 2.02200
H 2.65299 0.30210 2.99352
C 0.25715 2.78488 -3.83345
P 1.45264 2.29711 -2.57165
C 1.46194 3.63457 -1.34998
C 3.07188 2.22591 -3.33215
C 3.48884 3.31473 -4.10120
C 4.73918 3.29862 -4.69935
C 5.57584 2.20126 -4.53259
C 5.16716 1.11958 -3.76486
C 3.91716 1.13364 -3.16273
H 0.46094 3.80789 -4.14835
H -0.74441 2.74268 -3.40464
H 0.32506 2.12585 -4.69618
H 1.74940 4.56818 -1.83631
H 2.18184 3.40176 -0.56507
H 0.46463 3.73576 -0.92012
H 2.84296 4.17496 -4.24414
H 5.06014 4.14121 -5.29960
H 6.55257 2.19154 -5.00332
H 5.82326 0.26885 -3.63154
H 3.61192 0.30430 -2.54106
*
```

Mulliken population analysis, charges in e, atoms 1 to 4: 2.08, -1.93, 0.19, -1.25


No. 3
C28H50N7O3PbS | the ωB97M-V functional and the def2-TZVPD basis

For the HOMO energy, the calculation gives -15.01 eV. Its LUMO energy is -7.71 eV. For the molar mass, the calculation gives 772.0 g/mol. Its energy relative to the best compared isomer or geometry (same formula, charge and spin) is 0.00 kcal/mol. As for the total energy: -62480.8959 eV.

```
! wB97M-V def2-TZVPD RIJCOSX def2/J DEFGRID3
* xyz 3 1
Pb -1.01836 0.61677 -1.96921
C -3.85623 5.57058 -1.41788
N -3.63729 4.18765 -0.96558
C -4.62951 3.61246 -0.04689
C -2.60630 3.46938 -1.36195
O -2.40099 2.29805 -0.95938
C -1.64475 4.10573 -2.34602
O -0.71813 3.11722 -2.76688
C -0.11478 3.36137 -4.03284
C -0.08992 2.05629 -4.81671
O -0.44090 1.00376 -4.23280
N 0.30873 2.07670 -6.07105
C 0.77292 3.27664 -6.77336
C 0.34923 0.84546 -6.87048
H -4.56857 6.03866 -0.74623
H -4.26994 5.59776 -2.42653
H -2.93810 6.15383 -1.38304
H -5.61702 3.95433 -0.34625
H -4.43519 3.93915 0.97478
H -4.59294 2.53028 -0.09525
H -1.12196 4.92997 -1.85347
H -2.19814 4.51276 -3.19421
H 0.90714 3.71629 -3.88588
H -0.66908 4.12201 -4.58060
H 0.71435 4.16588 -6.15556
H 0.16776 3.42907 -7.66545
H 1.80917 3.13691 -7.07879
H -0.05823 0.01812 -6.30454
H 1.37961 0.62954 -7.15089
H -0.23749 0.99416 -7.77523
C 3.96390 -0.91973 -1.67063
N 3.33880 -0.60198 -0.37586
C 4.04231 -1.11201 0.81777
C 2.27235 0.14445 -0.28254
S 1.64753 0.97439 -1.64142
N 1.82508 0.37188 1.06208
C 2.28448 1.70078 1.53737
C 0.12363 0.13023 2.86894
H 4.44782 -1.88828 -1.58708
H 4.70911 -0.16295 -1.91806
H 3.21532 -0.94874 -2.45427
H 4.97240 -1.56691 0.49359
H 3.44107 -1.86655 1.31944
H 4.27769 -0.30129 1.50345
H 3.34059 1.81596 1.30157
H 2.17407 1.78585 2.61295
H 1.73067 2.50421 1.04818
H -0.93810 -0.06821 2.92837
H 0.29019 1.15630 3.19332
H 0.32636 -0.49453 4.77115
C 1.28805 -3.63403 0.62703
N 0.05342 -4.15585 0.11664
C -0.62234 -5.06700 1.01843
C -0.81115 -3.22026 -0.57189
C -1.79879 -2.38118 0.24035
C -3.08749 -2.87778 0.43318
C -4.09113 -2.12241 1.01743
C -3.83394 -0.80735 1.37793
C -2.55860 -0.29128 1.21626
C -1.52488 -1.08963 0.71249
H 1.97035 -4.45758 0.84985
H 1.18417 -3.03786 1.55591
H 1.75368 -3.00080 -0.13057
H 0.06646 -5.85399 1.32446
H -1.46074 -5.54185 0.50738
H -1.01017 -4.57441 1.92562
H -1.41465 -3.78876 -1.28406
H -0.16629 -2.55575 -1.15260
H -3.31441 -3.87874 0.08154
H -5.08076 -2.54121 1.14707
H -4.62623 -0.17968 1.76620
H -2.37432 0.75755 1.42532
N -0.21402 -0.56020 0.51248
C 0.53535 -0.05809 1.40808
N 0.72581 -0.79934 3.88185
C 2.21686 -0.75444 4.08877
C 2.56811 -1.48694 5.38267
C 1.73910 -2.77638 5.57159
C 1.17929 -3.25947 4.23540
C 0.22412 -2.22612 3.65745
H 2.52215 0.28785 4.13586
H 2.66556 -1.21682 3.21390
H 2.43204 -0.81778 6.23325
H 3.63403 -1.71262 5.33889
H 0.91060 -2.59972 6.26392
H 2.35238 -3.54947 6.02798
H 0.62067 -4.18755 4.35679
H 1.98944 -3.47450 3.53357
H -0.75268 -2.28164 4.13712
H 0.08056 -2.34658 2.58630
*
```

Mulliken population analysis, charges in e, atoms 1 to 4: 1.39, -1.06, 0.12, -1.04


No. 4
C28H51FN4O3 | the ωB97M-V functional and the def2-TZVPD basis

For the HOMO energy (alpha / beta), the calculation gives -7.53 / -8.84 eV. Its LUMO energy (alpha / beta) is 0.49 / 0.43 eV. For the molar mass, the calculation gives 510.7 g/mol. As for the expectation value of S²: 2.01. As for the total energy: -44680.1486 eV.

```
! wB97M-V def2-TZVPD RIJCOSX def2/J DEFGRID3
* xyz 0 3
C -1.38809 -2.00476 -2.35860
C -1.79820 -1.40330 -1.00319
C -2.69875 -2.35319 -0.21889
C -0.59298 -1.02797 -0.13753
C 0.31824 0.04288 -0.79508
C 0.20002 1.31090 -0.05708
N 0.08683 2.26741 0.56425
C 1.83198 -0.33327 -0.91471
O 2.54794 -0.01134 0.25624
C 1.98694 -1.77982 -1.19603
N 2.15628 -2.89679 -1.38901
C 2.50522 0.43044 -2.06973
C 2.12877 -0.05962 -3.45422
F 2.13836 1.76037 -1.94082
H -2.12043 -2.74419 -2.68820
H -0.41654 -2.50491 -2.29786
H -1.31993 -1.24561 -3.14330
H -2.35797 -0.47640 -1.18797
H -3.00559 -1.91997 0.73556
H -2.19000 -3.29801 -0.01267
H -3.60480 -2.57566 -0.79018
H -0.96994 -0.63089 0.80787
H -0.01641 -1.92532 0.10794
H -0.05291 0.23889 -1.80691
H 2.35739 -0.65208 0.94908
H 3.58130 0.38205 -1.89579
H 2.03422 0.81011 -4.10579
H 1.17911 -0.60010 -3.46741
H 2.90186 -0.71213 -3.85788
C -0.58366 7.72566 -2.86289
C 0.70592 8.07384 -2.11579
C 1.88556 8.24194 -3.08163
C 2.38430 6.92178 -3.66385
C 2.73555 5.93525 -2.55248
C 1.58065 5.68667 -1.57575
N 1.07775 7.02437 -1.10903
O 1.69600 7.48389 -0.09588
C 0.47799 4.84203 -2.22957
C 2.06991 4.91661 -0.35689
C 0.45641 9.37639 -1.36414
H -0.50609 6.85245 -3.49958
H -1.39781 7.56231 -2.15533
H -0.85199 8.56841 -3.50166
H 2.70595 8.72332 -2.54073
H 1.58178 8.92606 -3.87859
H 1.63632 6.49518 -4.33806
H 3.27038 7.10951 -4.27355
H 3.04086 4.97147 -2.96921
H 3.58711 6.32589 -1.98685
H -0.45570 4.92480 -1.67262
H 0.78903 3.79704 -2.20436
H 0.29098 5.09461 -3.26997
H 2.90570 5.41051 0.13145
H 2.38945 3.92489 -0.68184
H 1.27121 4.78805 0.37232
H -0.31038 9.24187 -0.60113
H 0.10963 10.12668 -2.07798
H 1.35640 9.74232 -0.87905
C 0.49694 -6.05012 4.37199
C -0.75321 -5.19063 4.17229
C -1.89303 -5.63237 5.09818
C -2.53180 -6.95462 4.68420
C -3.01238 -6.89657 3.23687
C -1.90822 -6.50473 2.24832
N -1.25753 -5.24679 2.75748
O -1.83401 -4.17794 2.37627
C -0.90019 -7.64497 2.06200
C -2.50985 -6.19367 0.88214
C -0.36514 -3.74713 4.47191
H 0.32781 -7.11466 4.26187
H 1.27782 -5.75259 3.67058
H 0.86968 -5.88702 5.38389
H -2.65957 -4.85154 5.09726
H -1.50068 -5.69499 6.11636
H -1.82950 -7.78049 4.82655
H -3.38138 -7.16360 5.33670
H -3.42302 -7.86062 2.92509
H -3.82027 -6.16244 3.16045
H 0.02992 -7.27583 1.62878
H -1.32592 -8.37527 1.37347
H -0.66931 -8.17769 2.97968
H -3.28674 -5.43717 0.94521
H -2.94471 -7.10955 0.47829
H -1.74196 -5.84150 0.19167
H 0.37256 -3.38769 3.75383
H 0.07525 -3.70776 5.47005
H -1.22271 -3.08158 4.44115
*
```

Mulliken population analysis, charges in e, atoms 1 to 4: -1.32, 0.90, -1.75, -1.44


No. 5
C28H51N2O9 | the ωB97M-V functional and the def2-TZVPD basis

For the HOMO energy (alpha / beta), the calculation gives -8.79 / -8.98 eV. Its LUMO energy (alpha / beta) is 0.58 / 0.00 eV. For the molar mass, the calculation gives 559.7 g/mol. As for the expectation value of S²: 0.75. As for the total energy: -51264.5058 eV.

```
! wB97M-V def2-TZVPD RIJCOSX def2/J DEFGRID3
* xyz 0 2
C 1.53051 -2.52080 1.68396
C 0.22774 -1.87030 1.13177
C -0.89947 -2.52880 1.95791
C 0.16913 -2.23242 -0.36086
C -0.97988 -1.50655 -1.11127
N -0.61400 -1.61748 -2.53596
O -2.17044 -2.23389 -0.79902
C -3.31274 -1.73943 -1.36268
O -3.49112 -1.54579 -2.54588
C -4.45353 -1.48059 -0.40004
C -5.07095 -0.25566 -0.29286
C -6.12087 -0.14682 0.57969
C -6.56570 -1.21276 1.31390
C -5.93222 -2.43614 1.22001
C -4.87760 -2.54773 0.34831
C -1.01541 0.00240 -0.73717
C -0.71331 0.38267 0.73672
C -2.01070 0.46186 1.60996
C -0.20162 1.85122 0.68704
N 0.35929 -0.41197 1.36801
O 1.54415 -0.01965 1.03756
H 1.78156 -2.05122 2.63723
H 2.35189 -2.46866 0.96780
H 1.35965 -3.58865 1.86327
H -0.89150 -3.60594 1.77076
H -1.89249 -2.16947 1.68104
H -0.69780 -2.35955 3.02045
H 0.08699 -3.31133 -0.50793
H 1.10822 -1.91150 -0.82457
H -1.15784 -0.93737 -3.06365
H 0.34433 -1.30219 -2.64440
H -4.72765 0.58665 -0.88488
H -6.64776 0.79323 0.72044
H -7.41821 -1.12815 1.98035
H -6.27004 -3.26865 1.82580
H -4.40179 -3.52331 0.28424
H -1.95327 0.50147 -1.01375
H -0.24315 0.48845 -1.33968
H -2.16201 1.49416 1.93563
H -1.86841 -0.10675 2.53299
H -2.90379 0.15165 1.06965
H -1.01988 2.53954 0.46012
H 0.52721 1.97065 -0.12278
H 0.34610 2.11804 1.59386
C 7.72673 -6.19674 1.97848
O 7.48321 -4.93258 2.56363
C 8.60047 -4.06237 2.60596
C 8.36006 -2.72232 1.92629
O 8.05749 -2.73492 0.54107
C 6.85632 -3.34143 0.09157
C 5.54258 -2.74349 0.57405
O 5.35695 -2.83578 1.97351
C 5.09944 -1.61190 2.63494
H 7.89790 -6.94116 2.76192
H 6.83723 -6.48944 1.41775
H 8.57639 -6.18334 1.29149
H 9.48984 -4.53615 2.17891
H 8.80763 -3.86046 3.66355
H 9.29905 -2.16632 2.00626
H 7.62796 -2.12539 2.47114
H 6.88356 -4.41741 0.26846
H 6.86905 -3.22429 -0.99580
H 4.73143 -3.31015 0.10011
H 5.46837 -1.70607 0.23152
H 5.47851 -0.74809 2.08296
H 5.59287 -1.63823 3.60881
H 4.02478 -1.50087 2.79927
C -6.24003 5.28142 -1.97587
O -5.05627 6.05079 -2.06318
C -4.31328 6.15251 -0.86157
C -2.87180 5.68193 -0.98982
O -2.65388 4.32663 -1.35038
C -3.08112 3.87022 -2.62551
C -2.45511 4.51635 -3.85321
O -2.74188 5.89594 -3.97743
C -1.61716 6.74485 -4.08839
H -7.10301 5.94184 -1.85018
H -6.36142 4.73553 -2.91314
H -6.20882 4.55688 -1.15805
H -4.80363 5.61429 -0.04430
H -4.28773 7.21455 -0.59091
H -2.42468 5.78621 0.00342
H -2.29163 6.34430 -1.63254
H -4.16979 3.88542 -2.68912
H -2.80313 2.81190 -2.65560
H -2.87314 4.01673 -4.73500
H -1.37524 4.33424 -3.84766
H -0.71571 6.30151 -3.65712
H -1.83330 7.67061 -3.55203
H -1.43764 6.99182 -5.13935
*
```

Mulliken population analysis, charges in e, atoms 1 to 4: -1.98, 1.97, -1.88, -2.42